Record 1
{
  "formula": "C46H64GeN5O4P3Pd",
  "method": "the ωB97M-V functional and the def2-TZVPD basis",
  "spin_multiplicity": 2,
  "s2": 0.76,
  "homo_lumo_gap_ev": [7.43, 6.11],
  "e_above_lowest_kcal_mol": 0.0,
  "energy_ev": -152238.66318,
  "total_charge": 1,
  "symbols": ["Pd", "C", "C", "C", "P", "C", "N", "Ge", "N", "C", "P", "C", "C", "C", "C", "C", "C", "C", "C", "C", "C", "C", "C", "N", "C", "C", "C", "C", "C", "C", "C", "C", "C", "C", "C", "C", "N", "C", "P", "C", "C", "C", "C", "C", "C", "C", "C", "C", "H", "H", "H", "H", "H", "H", "H", "H", "H", "H", "H", "H", "H", "H", "H", "H", "H", "H", "H", "H", "H", "H", "H", "H", "H", "H", "H", "H", "H", "H", "H", "H", "H", "H", "H", "H", "H", "H", "H", "H", "H", "H", "H", "H", "H", "H", "H", "H", "H", "H", "H", "H", "H", "H", "H", "H", "H", "H", "H", "H", "O", "C", "O", "C", "C", "C", "C", "C", "C", "N", "O", "O", "H", "H", "H", "H"],
  "xyz": [[0.55, 0.09, -1.19], [-5.13, -1.94, -0.14], [-4.91, -0.52, -0.68], [-5.75, 0.50, 0.09], [-3.16, 0.10, -0.87], [-2.09, -0.87, 0.32], [-1.45, -0.09, 1.40], [0.31, 0.55, 1.36], [0.85, 2.37, 1.33], [1.21, 3.09, 0.12], [0.21, 2.37, -1.21], [0.70, 3.01, -2.89], [1.13, 1.91, -3.86], [1.67, 4.19, -2.83], [-1.44, 3.21, -0.96], [-1.39, 4.70, -1.36], [-2.03, 3.12, 0.44], [0.53, 3.11, 2.47], [0.70, 4.49, 2.61], [0.22, 5.16, 3.72], [-0.45, 4.47, 4.72], [-0.58, 3.09, 4.63], [-0.06, 2.43, 3.54], [-0.04, 0.97, 3.41], [-1.31, 0.32, 3.75], [-1.76, 0.16, 5.05], [-3.02, -0.38, 5.28], [-3.79, -0.76, 4.19], [-3.31, -0.64, 2.90], [-2.04, -0.13, 2.65], [1.11, 0.38, 4.10], [1.38, 0.63, 5.44], [2.43, -0.01, 6.07], [3.21, -0.90, 5.34], [2.98, -1.10, 3.99], [1.94, -0.44, 3.34], [1.73, -0.52, 1.94], [2.98, -0.35, 1.21], [2.82, -0.64, -0.60], [3.05, -2.46, -0.86], [2.42, -3.25, 0.29], [4.47, -2.97, -1.11], [4.31, 0.24, -1.26], [5.58, 0.05, -0.43], [4.06, 1.74, -1.39], [-2.65, -0.65, -2.50], [-3.16, 0.24, -3.64], [-2.99, -2.11, -2.77], [-6.17, -2.24, -0.32], [-4.98, -1.99, 0.94], [-4.48, -2.68, -0.60], [-5.26, -0.51, -1.72], [-5.41, 0.62, 1.11], [-6.80, 0.18, 0.12], [-5.71, 1.48, -0.39], [-1.32, -1.34, -0.28], [-2.63, -1.70, 0.78], [2.27, 3.05, -0.10], [0.93, 4.14, 0.21], [-0.25, 3.38, -3.27], [2.02, 1.36, -3.53], [1.36, 2.35, -4.83], [0.35, 1.16, -4.00], [2.64, 3.91, -2.44], [1.28, 5.01, -2.22], [1.82, 4.58, -3.84], [-2.10, 2.68, -1.65], [-0.69, 5.26, -0.73], [-2.38, 5.12, -1.18], [-1.14, 4.88, -2.40], [-1.51, 3.80, 1.12], [-2.02, 2.12, 0.86], [-3.07, 3.44, 0.39], [1.22, 5.06, 1.85], [0.36, 6.23, 3.80], [-0.86, 5.00, 5.58], [-1.10, 2.55, 5.41], [-1.14, 0.44, 5.88], [-3.38, -0.51, 6.29], [-4.78, -1.16, 4.35], [-3.93, -0.95, 2.08], [0.78, 1.34, 5.99], [2.64, 0.18, 7.11], [4.03, -1.42, 5.82], [3.62, -1.79, 3.45], [3.73, -1.07, 1.56], [3.41, 0.65, 1.36], [2.49, -2.66, -1.77], [3.04, -3.20, 1.19], [2.35, -4.30, 0.00], [1.42, -2.90, 0.55], [5.08, -2.95, -0.20], [5.00, -2.43, -1.89], [4.40, -4.01, -1.42], [4.44, -0.19, -2.26], [5.53, 0.63, 0.49], [6.43, 0.43, -1.00], [5.80, -0.98, -0.17], [4.03, 2.21, -0.41], [3.12, 1.95, -1.90], [4.87, 2.20, -1.95], [-1.55, -0.57, -2.51], [-4.26, 0.24, -3.68], [-2.80, -0.13, -4.60], [-2.84, 1.28, -3.52], [-4.07, -2.25, -2.86], [-2.61, -2.77, -1.99], [-2.54, -2.43, -3.72], [0.67, -1.19, -3.34], [0.37, -2.18, -2.64], [0.20, -2.09, -1.38], [0.25, -3.54, -3.26], [0.40, -3.70, -4.63], [0.28, -4.95, -5.21], [0.00, -6.06, -4.43], [-0.14, -5.88, -3.06], [-0.03, -4.64, -2.46], [-0.43, -7.05, -2.21], [-0.50, -6.87, -1.01], [-0.54, -8.13, -2.76], [0.62, -2.82, -5.23], [0.39, -5.07, -6.28], [-0.11, -7.04, -4.85], [-0.15, -4.54, -1.39]],
  "mulliken_charge": [-0.98, -1.66, 0.83, -1.60, -0.08, 0.09, 0.32, 0.01, 0.44, -1.89, 0.46, 1.26, -1.56, -1.51, 0.98, -1.42, -1.83, 0.59, -0.63, -0.96, -1.17, -0.46, 0.81, 0.82, 0.93, -0.57, -1.24, -0.99, -0.54, 1.30, 1.35, -0.44, -1.21, -0.87, -0.62, 0.26, 0.43, -2.97, 1.84, 1.61, -1.66, -1.78, 0.04, -1.73, -0.92, 2.96, -1.63, -1.79, 0.46, 0.42, 0.24, 0.56, 0.21, 0.48, 0.38, -0.95, 1.30, 0.17, 0.58, 0.99, 0.04, 0.65, 0.20, 0.20, 0.32, 0.48, -0.09, 0.24, 0.47, 0.41, 0.48, 0.19, 0.63, 0.57, 0.43, 0.43, 0.43, 0.37, 0.43, 0.49, -0.28, 0.38, 0.45, 0.43, 0.45, 1.01, 0.36, -0.29, 0.44, 0.54, 0.00, 0.39, 0.38, 0.43, 0.72, 0.38, 0.50, 0.27, 0.40, -0.57, 0.61, -1.75, 0.33, 0.45, 0.31, 0.39, 0.29, 0.53, -0.73, 0.57, -0.88, 0.38, -0.65, -0.85, -0.41, -0.70, -0.20, 1.09, -0.61, -0.63, 0.44, 0.45, 0.53, 0.83]
}

---

Record 2
{
  "formula": "C46H65AsCl3GeNO5RbSSi",
  "method": "the ωB97M-V functional and the def2-TZVPD basis",
  "spin_multiplicity": 2,
  "s2": 0.76,
  "homo_lumo_gap_ev": [5.85, 5.64],
  "e_above_lowest_kcal_mol": 21.6,
  "energy_ev": -234786.55523,
  "total_charge": -2,
  "symbols": ["Rb", "C", "C", "C", "C", "O", "Si", "S", "O", "C", "C", "C", "C", "O", "C", "C", "C", "C", "H", "H", "H", "H", "H", "H", "H", "H", "H", "H", "H", "H", "H", "H", "H", "H", "H", "H", "H", "H", "H", "H", "H", "H", "H", "H", "H", "O", "H", "H", "O", "H", "H", "Cl", "Ge", "Cl", "Cl", "C", "C", "C", "C", "C", "C", "As", "N", "C", "C", "C", "C", "C", "C", "C", "C", "C", "C", "C", "C", "C", "C", "C", "C", "C", "C", "H", "H", "H", "H", "H", "H", "H", "H", "H", "H", "H", "H", "H", "H", "H", "H", "H", "H", "H", "H", "H", "H", "H", "H", "H", "H", "H", "C", "C", "C", "C", "C", "C", "C", "C", "C", "C", "H", "H", "H", "H", "H", "H", "H"],
  "xyz": [[-0.65, 1.59, -0.85], [2.44, -0.68, -0.24], [3.33, 0.52, 0.07], [3.79, 1.20, -1.22], [4.54, 0.07, 0.88], [2.51, 1.42, 0.80], [2.92, 2.75, 1.73], [1.21, 3.71, 2.29], [3.87, 2.24, 2.99], [3.52, 1.72, 4.26], [2.32, 0.78, 4.16], [4.74, 0.95, 4.75], [3.21, 2.88, 5.20], [4.01, 3.56, 0.78], [4.99, 4.54, 1.10], [4.44, 5.53, 2.12], [6.24, 3.84, 1.63], [5.30, 5.25, -0.21], [2.99, -1.45, -0.80], [1.59, -0.37, -0.86], [2.06, -1.12, 0.68], [4.46, 0.53, -1.78], [4.32, 2.12, -0.99], [2.94, 1.44, -1.85], [5.13, -0.63, 0.30], [4.22, -0.41, 1.81], [5.17, 0.93, 1.15], [2.48, 0.05, 3.37], [1.41, 1.34, 3.92], [2.17, 0.25, 5.10], [4.96, 0.11, 4.09], [4.59, 0.57, 5.76], [5.61, 1.61, 4.76], [2.40, 3.48, 4.79], [4.09, 3.51, 5.31], [2.92, 2.51, 6.18], [4.24, 5.04, 3.07], [3.51, 5.95, 1.75], [5.16, 6.33, 2.28], [6.00, 3.26, 2.52], [7.00, 4.58, 1.88], [6.64, 3.16, 0.87], [4.45, 5.84, -0.54], [5.53, 4.51, -0.99], [6.16, 5.91, -0.09], [-0.36, 0.96, 1.87], [0.55, 0.70, 1.65], [-0.22, 1.88, 2.17], [-1.71, 4.24, 0.85], [-1.45, 4.77, 0.09], [-0.88, 4.13, 1.34], [-0.62, 4.23, -2.37], [1.63, 4.49, -1.57], [1.43, 6.75, -1.28], [2.62, 4.60, -3.67], [-8.94, 0.33, 0.13], [-7.52, -0.12, 0.34], [-6.56, 0.75, 0.84], [-5.24, 0.36, 1.03], [-4.28, 1.40, 1.55], [-4.84, -0.96, 0.72], [-2.83, -1.14, 0.87], [-2.44, -0.46, -0.75], [-2.79, -0.90, -1.99], [-3.27, -2.18, -2.33], [-3.51, -2.55, -3.65], [-3.29, -1.67, -4.70], [-2.85, -0.38, -4.39], [-2.62, 0.00, -3.08], [-2.52, -3.12, 1.04], [-1.49, -3.79, 0.37], [-0.57, -3.12, -0.61], [-1.25, -5.14, 0.64], [-1.95, -5.83, 1.61], [-1.69, -7.29, 1.88], [-2.89, -5.13, 2.35], [-3.17, -3.79, 2.10], [-4.15, -3.08, 3.00], [-5.81, -1.84, 0.23], [-5.57, -3.30, -0.10], [-7.12, -1.41, 0.05], [-9.05, 1.39, 0.35], [-9.63, -0.22, 0.76], [-9.25, 0.17, -0.91], [-6.84, 1.77, 1.08], [-4.83, 2.29, 1.87], [-3.58, 1.72, 0.78], [-3.68, 1.04, 2.38], [-3.43, -2.90, -1.54], [-3.86, -3.55, -3.85], [-3.46, -1.97, -5.72], [-2.69, 0.34, -5.18], [-2.33, 1.03, -2.87], [-0.38, -2.08, -0.33], [-0.98, -3.10, -1.62], [0.38, -3.65, -0.63], [-0.46, -5.65, 0.09], [-0.90, -7.67, 1.23], [-2.58, -7.89, 1.72], [-1.37, -7.45, 2.92], [-3.42, -5.63, 3.16], [-4.39, -3.71, 3.86], [-5.07, -2.84, 2.48], [-3.73, -2.14, 3.36], [-4.52, -3.58, -0.07], [-5.95, -3.52, -1.10], [-6.10, -3.94, 0.61], [-7.85, -2.11, -0.35], [2.72, -3.34, -5.39], [2.25, -3.54, -4.07], [1.73, -2.50, -3.36], [1.65, -1.21, -3.94], [1.14, -0.08, -3.30], [1.03, 1.16, -3.81], [1.52, 1.35, -5.13], [2.04, 0.30, -5.84], [2.11, -1.00, -5.27], [2.65, -2.11, -5.97], [3.13, -4.18, -5.95], [2.31, -4.53, -3.62], [1.37, -2.63, -2.36], [0.63, 2.01, -3.28], [1.49, 2.35, -5.55], [2.41, 0.44, -6.84], [3.00, -1.96, -6.98]],
  "mulliken_charge": [0.42, -1.15, 1.93, -0.86, -1.64, 0.98, -1.01, -0.92, 0.29, 1.82, -1.29, -1.79, -1.68, 0.20, 1.61, -1.47, -1.55, -1.56, 0.64, -0.63, 0.43, 0.46, -0.11, -0.12, 0.53, 0.27, 0.12, 0.04, 0.29, 0.60, 0.35, 0.40, 0.33, 0.23, 0.32, 0.46, 0.15, 0.24, 0.50, 0.04, 0.52, 0.29, 0.30, 0.28, 0.39, -0.38, 0.03, 0.11, -0.64, 0.27, 0.19, -0.49, 0.90, -0.48, -0.50, -1.54, 0.70, -0.96, -0.25, -1.88, 0.41, 2.16, -0.13, 0.52, 0.34, -0.87, -0.81, -0.74, -0.58, -0.85, 0.73, -1.67, -0.63, 0.63, -1.64, -1.01, 1.29, -1.75, 1.69, -1.82, -0.98, 0.35, 0.31, 0.32, 0.23, 0.42, 0.28, 0.34, 0.36, 0.40, 0.34, 0.42, 0.56, -0.14, 0.33, 0.62, 0.33, 0.34, 0.31, 0.34, 0.33, 0.49, 0.24, 0.33, -0.29, 0.54, 0.50, 0.36, -0.59, -0.78, -0.18, 0.48, 0.82, -0.26, -0.98, -0.89, 1.14, -0.92, 0.38, 0.43, 0.38, -0.20, 0.45, 0.33, 0.39]
}